No. 1
Formula: C59H49N7O2S3V
Source: the OMol25 dataset
Level of theory: ωB97M-V/def2-TZVPD

Last column: Löwdin spin population.
CARTESIAN COORDINATES (ANGSTROEM)
V: 1.270 0.400 -0.029  1.15
C: 3.145 0.041 4.260  0.00
O: 4.051 -0.013 3.164  0.00
C: 3.324 0.110 2.055  0.00
N: 2.049 0.244 2.182  0.01
C: 1.754 0.276 3.612  0.00
C: 0.718 -0.720 4.083  0.00
C: 0.639 -1.015 5.441  0.00
C: -0.291 -1.930 5.900  0.00
C: -1.169 -2.532 5.013  0.00
C: -1.125 -2.201 3.671  0.00
C: -0.178 -1.304 3.202  0.00
C: 3.979 0.166 0.774  0.01
C: 5.356 0.102 0.627  0.00
C: 5.909 0.269 -0.640  0.01
C: 5.053 0.474 -1.711  0.00
C: 3.680 0.499 -1.490  0.01
N: 3.128 0.360 -0.258  0.01
C: 2.682 0.703 -2.495  0.00
N: 1.425 0.597 -2.205  0.00
C: 0.677 0.807 -3.447  0.00
C: 1.760 1.398 -4.376  0.00
O: 2.991 1.053 -3.745  0.00
C: 0.070 -0.519 -3.877  0.00
C: -0.672 -1.196 -2.917  0.00
C: -1.325 -2.376 -3.219  0.00
C: -1.221 -2.913 -4.491  0.00
C: -0.450 -2.268 -5.441  0.00
C: 0.187 -1.073 -5.143  0.00
H: 3.450 0.859 4.913  0.00
H: 3.207 -0.905 4.806  0.00
H: 1.403 1.287 3.865  0.00
H: 1.305 -0.529 6.140  0.00
H: -0.331 -2.160 6.954  0.00
H: -1.884 -3.254 5.375  0.00
H: -1.834 -2.638 2.982  0.00
H: -0.131 -1.047 2.151  0.00
H: 5.966 -0.093 1.494  0.00
H: 6.975 0.231 -0.780  0.00
H: 5.432 0.606 -2.712  0.00
H: -0.137 1.522 -3.268  0.00
H: 1.707 2.490 -4.426  0.00
H: 1.781 0.999 -5.387  0.00
H: -0.736 -0.775 -1.923  0.00
H: -1.920 -2.868 -2.464  0.00
H: -1.735 -3.827 -4.744  0.00
H: -0.346 -2.689 -6.428  0.00
H: 0.762 -0.596 -5.920  0.00
N: 1.071 -1.336 -0.166  -0.17
S: 0.250 -2.643 -0.271  -0.04
N: -0.763 0.140 0.357  0.02
S: -1.855 0.989 -0.205  0.01
N: -1.453 2.394 -0.888  0.00
S: -0.179 3.080 -0.162  0.00
N: 1.014 2.193 -0.028  -0.01
C: 0.054 4.512 -1.215  0.00
C: 1.341 4.904 -1.538  0.00
C: 1.518 5.975 -2.401  0.00
C: 0.414 6.634 -2.920  0.00
C: -0.871 6.219 -2.598  0.00
C: -1.056 5.147 -1.741  0.00
C: -0.786 3.614 1.458  0.00
C: -0.533 2.725 2.488  0.00
C: -1.028 2.985 3.755  0.00
C: -1.785 4.124 3.972  0.00
C: -2.036 5.003 2.930  0.00
C: -1.534 4.759 1.660  0.00
C: -3.004 0.213 -1.374  0.00
C: -3.782 -0.806 -0.852  0.00
C: -4.706 -1.440 -1.663  0.00
C: -4.825 -1.068 -2.994  0.00
C: -4.033 -0.055 -3.508  0.00
C: -3.124 0.604 -2.694  0.00
C: -3.043 1.396 1.099  0.00
C: -3.998 2.355 0.814  0.00
C: -4.939 2.671 1.780  0.00
C: -4.920 2.014 3.001  0.00
C: -3.965 1.043 3.263  0.00
C: -3.011 0.731 2.308  0.00
C: 1.094 -3.610 -1.579  -0.01
C: 0.592 -4.850 -1.927  0.00
C: 1.194 -5.554 -2.957  0.00
C: 2.270 -5.007 -3.637  0.00
C: 2.772 -3.771 -3.260  0.00
C: 2.186 -3.065 -2.223  0.00
C: 0.808 -3.638 1.147  -0.01
C: -0.082 -4.518 1.734  0.00
C: 0.345 -5.293 2.801  0.00
C: 1.647 -5.179 3.258  0.00
C: 2.519 -4.270 2.678  0.00
C: 2.100 -3.484 1.617  0.00
H: 2.172 4.359 -1.117  0.00
H: 2.516 6.291 -2.666  0.00
H: 0.552 7.467 -3.593  0.00
H: -1.728 6.722 -3.016  0.00
H: -2.042 4.785 -1.497  0.00
H: 0.041 1.836 2.265  0.00
H: -0.827 2.297 4.563  0.00
H: -2.183 4.330 4.953  0.00
H: -2.622 5.890 3.108  0.00
H: -1.719 5.457 0.858  0.00
H: -3.665 -1.084 0.184  0.00
H: -5.322 -2.220 -1.248  0.00
H: -5.536 -1.570 -3.632  0.00
H: -4.120 0.226 -4.547  0.00
H: -2.517 1.411 -3.074  0.00
H: -3.994 2.843 -0.150  0.00
H: -5.696 3.413 1.575  0.00
H: -5.645 2.262 3.760  0.00
H: -3.966 0.523 4.207  0.00
H: -2.246 -0.005 2.494  0.00
H: -0.257 -5.259 -1.405  0.00
H: 0.823 -6.528 -3.231  0.00
H: 2.723 -5.541 -4.458  0.00
H: 3.620 -3.356 -3.781  0.00
H: 2.567 -2.101 -1.908  0.00
H: -1.089 -4.606 1.358  0.00
H: -0.343 -5.982 3.266  0.00
H: 1.985 -5.811 4.065  0.00
H: 3.530 -4.191 3.049  0.00
H: 2.754 -2.753 1.160  0.00

Results
<S²> = 0.815
multiplicity = 2
orbital gap (alpha / beta) = 6.513 / 6.757 eV
charge = +2
largest force on an atom = 5.64 eV/Å
HOMO energy (alpha / beta) = -12.6794 / -12.8461 eV

***

No. 2
Formula: C59H70F5N3O3PSTl
Source: the OMol25 dataset
Level of theory: ωB97M-V/def2-TZVPD

Last column: Mulliken charge in e.
CARTESIAN COORDINATES (ANGSTROEM)
Tl: -0.156 0.574 0.572  1.39
C: 1.844 3.553 0.762  -0.97
N: 2.380 2.204 0.667  1.20
C: 3.198 1.886 1.818  -1.19
C: 3.081 1.969 -0.585  -1.74
C: 3.042 0.509 -1.027  -0.45
N: 1.728 0.046 -1.457  1.45
C: 1.738 -1.399 -1.748  -0.73
C: 2.551 -2.323 -0.879  -1.00
C: 3.560 -3.047 -1.482  -0.13
C: 4.260 -4.052 -0.816  -0.79
C: 3.822 -4.350 0.465  0.01
C: 2.793 -3.674 1.124  -0.70
C: 2.204 -2.536 0.491  0.38
O: 1.377 -1.713 1.064  -0.37
C: 2.370 -4.206 2.504  2.65
C: 3.251 -3.593 3.602  -1.50
C: 0.884 -3.950 2.800  -1.67
C: 2.543 -5.736 2.585  -2.17
C: 5.391 -4.799 -1.519  2.28
C: 4.843 -5.531 -2.754  -1.71
C: 6.058 -5.833 -0.611  -2.18
C: 6.470 -3.803 -1.970  -1.71
C: 1.291 0.764 -2.672  -1.06
C: 0.096 0.198 -3.391  -0.17
C: 0.234 -0.305 -4.671  -0.51
C: -0.855 -0.732 -5.426  -1.01
C: -2.113 -0.589 -4.839  0.12
C: -2.315 -0.081 -3.562  -0.84
C: -1.183 0.299 -2.775  0.69
O: -1.288 0.756 -1.577  -1.15
C: -3.718 0.111 -2.985  3.03
C: -4.815 -0.293 -3.974  -2.63
C: -3.894 -0.746 -1.724  -1.63
C: -3.931 1.592 -2.625  -1.62
C: -0.640 -1.296 -6.829  2.41
C: 0.040 -0.245 -7.720  -1.75
C: -1.953 -1.701 -7.502  -2.27
C: 0.257 -2.542 -6.758  -1.68
H: 2.643 4.316 0.753  0.32
H: 1.276 3.656 1.687  0.18
H: 1.153 3.748 -0.057  0.16
H: 4.063 2.571 1.899  0.30
H: 3.569 0.864 1.752  0.30
H: 2.602 1.959 2.727  0.19
H: 4.142 2.270 -0.505  0.48
H: 2.637 2.609 -1.345  0.51
H: 3.354 -0.127 -0.196  0.07
H: 3.788 0.378 -1.835  0.31
H: 2.101 -1.541 -2.778  0.34
H: 0.694 -1.728 -1.743  0.26
H: 3.792 -2.821 -2.519  0.51
H: 4.301 -5.165 0.990  0.32
H: 3.107 -2.518 3.682  0.23
H: 4.305 -3.785 3.380  0.22
H: 3.017 -4.043 4.573  0.45
H: 0.593 -2.915 2.654  0.05
H: 0.663 -4.243 3.831  0.44
H: 0.266 -4.558 2.133  0.38
H: 3.589 -6.041 2.659  0.39
H: 2.100 -6.227 1.717  0.39
H: 2.036 -6.101 3.483  0.49
H: 4.041 -6.213 -2.464  0.34
H: 5.633 -6.109 -3.245  0.45
H: 4.435 -4.826 -3.479  0.34
H: 5.360 -6.622 -0.323  0.37
H: 6.445 -5.371 0.299  0.41
H: 6.894 -6.299 -1.139  0.43
H: 6.051 -3.033 -2.618  0.31
H: 7.266 -4.317 -2.519  0.45
H: 6.911 -3.305 -1.104  0.37
H: 2.136 0.782 -3.386  0.28
H: 1.057 1.794 -2.395  0.18
H: 1.238 -0.362 -5.089  0.34
H: -2.981 -0.886 -5.411  0.61
H: -4.757 -1.353 -4.235  0.43
H: -4.765 0.293 -4.896  0.46
H: -5.790 -0.112 -3.515  0.45
H: -3.761 -1.806 -1.961  0.28
H: -4.898 -0.604 -1.313  0.52
H: -3.167 -0.460 -0.967  0.21
H: -3.835 2.216 -3.519  0.31
H: -3.201 1.921 -1.887  0.20
H: -4.934 1.736 -2.210  0.45
H: -0.568 0.660 -7.768  0.35
H: 0.180 -0.628 -8.737  0.46
H: 1.018 0.032 -7.324  0.32
H: -2.619 -0.844 -7.623  0.39
H: -2.478 -2.462 -6.922  0.38
H: -1.745 -2.112 -8.494  0.45
H: 1.220 -2.306 -6.303  0.33
H: 0.440 -2.950 -7.758  0.45
H: -0.217 -3.313 -6.148  0.36
O: 1.700 -0.624 3.566  -0.26
N: 0.483 -0.344 4.101  0.40
C: 0.545 -0.045 5.333  -1.31
C: -0.664 0.330 6.083  0.47
C: -0.805 -0.186 7.375  -0.59
C: -1.935 0.068 8.128  -0.56
C: -2.942 0.871 7.601  -0.74
C: -2.790 1.416 6.340  -0.54
C: -1.658 1.165 5.562  0.34
P: -1.495 1.998 3.903  0.87
C: -1.762 3.711 4.539  0.55
C: -0.806 4.088 5.492  -0.79
C: -0.739 5.379 5.983  -0.59
C: -1.625 6.344 5.517  -0.51
C: -2.567 5.992 4.566  -0.79
C: -2.636 4.691 4.079  0.06
C: -3.025 1.268 3.195  1.04
C: -4.175 1.899 2.738  -0.04
C: -5.213 1.157 2.186  -0.73
C: -5.117 -0.219 2.073  -0.53
C: -3.961 -0.859 2.501  -0.61
C: -2.927 -0.123 3.050  -0.54
H: 1.504 -1.027 2.653  0.14
H: 1.495 -0.106 5.867  0.45
H: -0.019 -0.819 7.773  0.47
H: -2.038 -0.364 9.116  0.36
H: -3.835 1.078 8.179  0.41
H: -3.560 2.068 5.942  0.32
H: -0.099 3.347 5.853  0.31
H: 0.013 5.636 6.720  0.38
H: -1.563 7.364 5.877  0.36
H: -3.248 6.736 4.171  0.42
H: -3.348 4.480 3.299  0.11
H: -4.271 2.970 2.761  0.03
H: -6.092 1.673 1.819  0.40
H: -5.922 -0.789 1.625  0.32
H: -3.855 -1.931 2.387  0.44
H: -2.018 -0.626 3.364  0.20
F: -3.536 8.083 -3.350  -0.34
C: -3.189 7.121 -2.468  0.77
C: -3.988 6.842 -1.375  -0.02
F: -5.126 7.545 -1.194  -0.34
C: -3.624 5.857 -0.478  -0.08
F: -4.456 5.656 0.564  -0.33
C: -2.456 5.085 -0.598  -0.18
S: -2.030 3.861 0.528  0.29
C: -1.682 5.407 -1.727  0.06
F: -0.532 4.752 -1.959  -0.26
C: -2.027 6.389 -2.634  -0.21
F: -1.233 6.652 -3.690  -0.34

Results
multiplicity = 1
orbital gap = 5.869 eV
charge = -2
largest force on an atom = 0.89 eV/Å
HOMO energy = -2.0697 eV

***

> The highest largest force on an atom belongs to which entry?

C59H49N7O2S3V

***

> The highest multiplicity belongs to which entry?

C59H49N7O2S3V

***

> Which formula does entry 1 have?

C59H49N7O2S3V